(1)
C34H34GeN4O5RuS as an isolated structure, computed with ωB97M-V/def2-TZVPD.

Structure (XYZ):
```
80
C34H34GeN4O5RuS (ωB97M-V/def2-TZVPD)
Ru 0.039 0.054 -0.343
N -0.932 1.767 0.975
C -1.709 2.670 0.150
C -2.584 3.577 0.674
C -3.318 4.441 -0.167
C -3.142 4.390 -1.519
C -2.241 3.458 -2.088
C -2.021 3.369 -3.479
C -1.136 2.447 -3.969
C -0.494 1.592 -3.069
N -0.679 1.630 -1.761
C -1.530 2.576 -1.247
H -1.496 1.398 1.737
H -0.154 2.259 1.410
H -2.711 3.644 1.749
H -4.002 5.154 0.272
H -3.681 5.063 -2.173
H -2.550 4.040 -4.144
H -0.932 2.361 -5.026
H 0.201 0.847 -3.430
C 3.551 1.518 1.175
C 2.732 0.460 1.820
N 1.589 -0.035 1.367
C 1.164 -0.966 2.297
C 2.069 -1.038 3.314
N 3.041 -0.138 2.987
C 2.229 -1.816 4.588
O 1.275 -2.670 4.899
O 3.218 -1.627 5.236
C -0.103 -1.670 2.073
O -0.553 -2.502 2.835
O -0.720 -1.330 0.954
H 3.141 1.742 0.192
H 4.589 1.201 1.070
H 3.549 2.430 1.773
H 3.846 0.023 3.584
H 0.542 -2.669 4.245
C -0.587 -2.006 -3.354
Ge -1.420 -1.867 -1.611
C -3.054 -0.857 -1.603
C -3.487 -0.118 -0.498
C -4.661 0.617 -0.569
C -5.411 0.609 -1.739
C -4.988 -0.125 -2.838
C -3.805 -0.850 -2.780
C -1.277 -3.621 -0.726
C -0.367 -4.508 -1.318
C -0.170 -5.794 -0.836
C -0.884 -6.233 0.274
C -1.807 -5.384 0.889
C -2.539 -5.834 2.014
C -3.489 -5.017 2.642
C -3.714 -3.753 2.151
C -2.992 -3.281 1.041
C -2.022 -4.070 0.388
H -1.132 -2.763 -3.926
H 0.454 -2.317 -3.293
H -0.653 -1.070 -3.900
H -2.924 -0.138 0.429
H -4.998 1.185 0.288
H -6.335 1.169 -1.790
H -5.581 -0.138 -3.743
H -3.485 -1.407 -3.653
H 0.204 -4.203 -2.185
H 0.535 -6.454 -1.323
H -0.731 -7.233 0.661
H -2.359 -6.835 2.388
H -4.037 -5.387 3.498
H -4.452 -3.111 2.613
H -3.200 -2.286 0.677
C 4.125 -1.245 -1.874
S 2.746 -0.504 -2.724
C 3.535 0.984 -3.303
O 1.800 -0.037 -1.605
H 4.536 -0.532 -1.162
H 4.869 -1.523 -2.621
H 3.763 -2.139 -1.370
H 4.262 0.699 -4.064
H 4.021 1.490 -2.470
H 2.771 1.617 -3.752
```

Output
2S+1: 6
<S²>: 8.815
Highest occupied orbital energy (spin up / spin down) (eV): -16.491 / -16.612
Net charge: +3

***

(2)
A 5-piece molecular cluster, C3H15NO6 overall, computed with ωB97M-V/def2-TZVPD.

Structure (XYZ):
```
25
C3H15NO6 (ωB97M-V/def2-TZVPD)
C -1.423 -1.543 1.484
C -1.329 -0.018 1.317
C -1.334 0.475 -0.098
O -2.037 -0.226 -0.995
O -0.806 1.499 -0.503
N -0.301 -2.321 0.983
H -2.345 -1.930 1.030
H -1.516 -1.771 2.546
H -0.435 0.361 1.811
H -2.148 0.456 1.860
H -2.351 -1.084 -0.651
H -0.086 -2.058 0.029
H 0.526 -2.116 1.540
H 2.677 -0.036 0.298
H 2.289 1.064 1.321
O 2.688 0.175 1.239
H -0.497 0.868 -3.702
H -0.215 1.394 -2.239
O 0.211 1.124 -3.084
H 1.161 -0.198 -2.330
H 2.228 -1.323 -2.440
O 1.635 -0.900 -1.812
H 0.504 2.277 0.552
H 1.665 3.290 0.687
O 1.239 2.539 1.156
```

Output
2S+1: 1
Highest occupied orbital energy (eV): -9.815
Structure (SMILES): NCCC(=O)O.O.O.O.O
Net charge: 0

***

Asked for total energy across the records above, the calculation gives -121916.16339; -17130.55114 eV in order.
Asked for relative energy (zero: lowest compared OMol25 entry of this formula, charge and spin) across the records above, the calculation gives 0.00; 8.08 kcal per mole in order.